{"formula": "C2H2N2O2", "method": "wB97M-V/def2-TZVPD", "total_energy_ev": -9180.1935, "relative_energy_kcal_mol": 36.7, "homo_energy_ha": -0.3737, "gap_ev": 10.74, "fmax_ha_per_bohr": 0.0707, "symbols": ["O", "C", "N", "N", "C", "O", "H", "H"], "xyz": [[-0.6067, -1.8108, -0.6699], [-0.0965, -0.6394, -0.2029], [0.9189, -0.4333, 0.5492], [0.9029, 0.9280, 0.8449], [-0.0413, 1.4567, 0.1389], [-0.7252, 0.4618, -0.5349], [0.1512, -2.4312, -0.3265], [-0.5034, 2.4682, 0.2012]], "atomic_forces_ev_per_a": [[3.2748, -0.2087, 1.5674], [-0.4401, -0.5373, -0.5063], [0.2618, -0.3266, 0.7695], [0.0258, 0.6229, -0.7868], [-0.4273, -0.7247, 0.9631], [-1.2209, 1.3131, -0.6272], [-2.2011, 0.9676, -1.0459], [0.7270, -1.1064, -0.3337]]}


{"formula": "C25H33Cl2F5InN2O6PSTe2", "method": "wB97M-V/def2-TZVPD", "total_energy_ev": -120245.9315, "relative_energy_kcal_mol": 0.0, "homo_energy_ha": -0.2989, "gap_ev": 7.83, "fmax_ha_per_bohr": 0.0200, "symbols": ["In", "Cl", "C", "Cl", "H", "H", "C", "C", "N", "C", "C", "C", "O", "C", "C", "C", "C", "N", "C", "H", "H", "H", "H", "H", "H", "H", "H", "H", "H", "H", "H", "H", "H", "F", "Te", "F", "F", "F", "F", "O", "C", "C", "O", "S", "C", "C", "C", "C", "C", "C", "C", "C", "H", "H", "H", "H", "H", "H", "H", "C", "C", "O", "P", "O", "Te", "O", "C", "C", "H", "H", "H", "H", "H", "H", "H", "H", "H", "H"], "xyz": [[0.2735, -0.1548, -1.3051], [-1.0284, -1.4628, 1.7303], [-1.8076, 0.0837, 2.0924], [-1.9677, 1.0660, 0.6285], [-1.1893, 0.6286, 2.7949], [-2.7974, -0.1120, 2.4862], [-8.0573, -2.7479, -2.5518], [-7.3437, -2.7819, -1.2082], [-5.9229, -3.1132, -1.3342], [-5.4944, -4.4072, -0.8183], [-5.9905, -5.5809, -1.6518], [-5.1027, -2.1111, -1.7411], [-5.5046, -0.9736, -1.9267], [-3.6500, -2.4116, -1.9896], [-3.1831, -3.4966, -2.7166], [-1.8266, -3.6156, -2.9598], [-0.9714, -2.6519, -2.4636], [-1.4213, -1.5939, -1.7740], [-2.7324, -1.4674, -1.5609], [-9.1134, -2.5171, -2.4090], [-7.9822, -3.7093, -3.0614], [-7.6223, -1.9786, -3.1882], [-7.7913, -3.5296, -0.5522], [-7.4276, -1.8106, -0.7207], [-5.8763, -4.5027, 0.2028], [-4.4101, -4.4201, -0.7393], [-7.0795, -5.6345, -1.6433], [-5.6056, -6.5172, -1.2471], [-5.6705, -5.4945, -2.6909], [-3.8735, -4.2335, -3.1059], [-1.4274, -4.4383, -3.5348], [0.0977, -2.7086, -2.6175], [-3.0720, -0.5816, -1.0445], [1.8300, -0.2536, -5.9684], [2.1891, 0.5717, -4.3468], [3.6894, 1.4442, -5.2078], [0.9124, 1.8100, -5.1003], [3.2356, -1.0598, -4.0655], [0.5619, -0.4504, -3.5009], [-0.2325, 1.7027, -1.9000], [10.8291, -2.9696, -0.4075], [9.3478, -2.7383, -0.5643], [8.8347, -1.6555, -0.5955], [8.4198, -4.2711, -0.6595], [6.7683, -3.6315, -0.7566], [6.2397, -3.2551, -1.9853], [4.9555, -2.7425, -2.0574], [4.1979, -2.6067, -0.8919], [4.7308, -2.9949, 0.3371], [6.0146, -3.5087, 0.4034], [2.8896, -2.0276, -0.9705], [1.7799, -1.5550, -1.0485], [11.3692, -2.1652, -0.9023], [11.1335, -3.9349, -0.8081], [11.0679, -2.9428, 0.6568], [6.8390, -3.3542, -2.8805], [4.5249, -2.4285, -3.0000], [4.1377, -2.8804, 1.2345], [6.4397, -3.8023, 1.3539], [4.0591, 3.8314, 2.8944], [3.3270, 2.6437, 2.3228], [2.5092, 3.1127, 1.2125], [2.0483, 2.0886, 0.1019], [1.1908, 0.9583, 0.5916], [0.7574, 3.3144, -1.5470], [3.3633, 1.4342, -0.4889], [4.3946, 2.1337, -1.2339], [5.3983, 1.1022, -1.6856], [4.6747, 3.5102, 3.7349], [3.3550, 4.5851, 3.2449], [4.7071, 4.2814, 2.1429], [2.6581, 2.1889, 3.0530], [4.0185, 1.8832, 1.9577], [4.8433, 2.8871, -0.5822], [3.9256, 2.6340, -2.0835], [5.8535, 0.5964, -0.8335], [6.1786, 1.5901, -2.2700], [4.9173, 0.3563, -2.3175]], "atomic_forces_ev_per_a": [[0.0480, -0.0349, -0.1655], [0.0169, -0.0352, 0.0352], [0.0345, -0.0043, -0.0638], [-0.0933, 0.1164, 0.0644], [0.0356, -0.0220, -0.0117], [0.0065, 0.0076, 0.0135], [0.0087, 0.0041, 0.0235], [-0.0173, 0.0051, -0.0226], [-0.0169, -0.0206, -0.0362], [-0.0021, -0.0043, 0.0263], [0.0018, 0.0242, 0.0181], [-0.0081, -0.0167, 0.0388], [0.0027, 0.0105, -0.0041], [0.0100, 0.0188, 0.0040], [-0.0224, -0.0145, -0.0133], [0.0366, 0.0023, -0.0120], [-0.0311, -0.0176, 0.0474], [-0.0541, 0.0701, -0.0086], [0.0374, 0.0332, -0.0474], [-0.0038, 0.0066, -0.0095], [-0.0042, -0.0027, 0.0013], [-0.0036, -0.0051, 0.0009], [0.0061, -0.0046, -0.0008], [-0.0020, 0.0006, 0.0090], [0.0144, -0.0006, 0.0074], [-0.0057, 0.0092, -0.0138], [-0.0021, -0.0012, -0.0132], [-0.0107, -0.0087, -0.0001], [0.0053, -0.0108, 0.0012], [-0.0008, 0.0051, 0.0011], [0.0071, 0.0030, 0.0039], [0.0292, 0.0133, -0.0149], [0.0018, -0.0139, -0.0013], [-0.0270, -0.3564, 0.1341], [0.6052, 0.8196, 0.1528], [-0.2306, -0.2099, -0.0654], [-0.0236, 0.2576, 0.0733], [0.0601, -0.0260, -0.1472], [-0.3634, -0.4093, -0.2625], [-0.1953, -0.0700, 0.0141], [0.0181, 0.0106, -0.0098], [-0.0680, -0.0448, 0.0270], [0.0271, 0.0278, -0.0020], [0.0028, 0.0387, -0.0401], [0.1002, -0.0379, 0.0197], [-0.0347, 0.0131, 0.0195], [0.0435, -0.0420, 0.0012], [-0.0059, 0.0974, -0.0790], [0.0448, -0.0083, 0.0036], [-0.0576, 0.0362, -0.0045], [-0.0552, -0.2279, 0.0673], [0.0646, 0.0657, 0.2441], [-0.0093, 0.0014, -0.0073], [0.0044, -0.0035, 0.0076], [-0.0068, -0.0066, 0.0003], [-0.0031, -0.0041, -0.0032], [0.0506, -0.0095, 0.0355], [-0.0091, -0.0010, -0.0020], [0.0027, -0.0099, 0.0004], [-0.0231, -0.0166, -0.0166], [0.0007, 0.0602, -0.0089], [0.0351, 0.0329, 0.0427], [0.0621, -0.1487, 0.1371], [0.0186, 0.1226, -0.1911], [0.0977, -0.0440, 0.0203], [-0.0321, 0.0278, -0.0544], [-0.0953, -0.0675, 0.0827], [-0.0293, 0.0402, -0.0148], [0.0009, 0.0092, 0.0072], [0.0056, 0.0019, 0.0017], [0.0076, 0.0032, 0.0057], [0.0008, -0.0173, -0.0097], [0.0016, -0.0134, -0.0007], [-0.0027, 0.0015, 0.0040], [-0.0262, 0.0312, -0.0197], [0.0099, 0.0107, -0.0206], [0.0243, -0.0160, 0.0153], [-0.0150, -0.0315, -0.0147]]}


{"formula": "C2H2FN", "method": "wB97M-V/def2-TZVPD", "total_energy_ev": -6307.0098, "relative_energy_kcal_mol": 31.9, "spin_multiplicity": 3, "homo_energy_ha": [-0.2289, -0.4258], "gap_ev": [7.36, 8.35], "fmax_ha_per_bohr": 0.1693, "symbols": ["C", "C", "N", "F", "H", "H"], "xyz": [[0.6885, 0.2976, -0.4133], [-0.5195, -0.1476, 0.1310], [0.0242, 1.2424, 0.0906], [-0.4296, -0.6370, 1.4437], [1.6590, -0.1340, -0.8066], [-1.4227, -0.6214, -0.4454]], "atomic_forces_ev_per_a": [[7.0324, -2.2114, -4.6340], [-3.5471, -1.4059, 2.7109], [-2.8116, 1.8121, 1.4251], [-0.8653, 0.1259, -1.5919], [-1.6187, 0.6355, 0.8042], [1.8102, 1.0438, 1.2857]]}


{"formula": "C13H19N3O", "method": "wB97M-V/def2-TZVPD", "charge": -1, "total_energy_ev": -20302.6972, "spin_multiplicity": 2, "homo_energy_ha": [0.0382, -0.1990], "gap_ev": [2.00, 8.47], "fmax_ha_per_bohr": 0.1259, "symbols": ["C", "O", "H", "H", "H", "H", "N", "C", "C", "C", "C", "H", "H", "H", "H", "H", "N", "C", "C", "C", "C", "H", "H", "H", "H", "H", "N", "C", "C", "C", "C", "H", "H", "H", "H", "H"], "xyz": [[1.5879, 0.0227, -2.4255], [1.4631, -0.9682, -1.4720], [1.1719, 0.9391, -2.0068], [2.6069, 0.2344, -2.7495], [1.1140, -0.0424, -3.4049], [1.9053, -0.6288, -0.6904], [-1.7017, -1.2506, 2.0402], [-2.3797, -1.0843, 3.1939], [-1.9262, -0.0238, 3.7685], [-1.1331, 0.7583, 2.9136], [-0.9356, -0.1220, 1.8199], [-1.9751, -1.9790, 1.3961], [-3.0655, -1.8005, 3.6218], [-2.1952, 0.3866, 4.7306], [-0.6191, 1.7007, 3.0326], [-0.3522, -0.1395, 0.9112], [3.5832, 1.5434, 0.2631], [3.8147, 1.1946, 1.5636], [4.7223, 0.0792, 1.5704], [5.1435, -0.0298, 0.2352], [4.4781, 0.7822, -0.5160], [3.0800, 2.3504, -0.0768], [3.2205, 1.6257, 2.3557], [5.0848, -0.3932, 2.4715], [5.7914, -0.7709, -0.2092], [4.6078, 1.0575, -1.5523], [-4.7054, 0.0150, -2.4231], [-4.3400, -1.2869, -2.1910], [-3.0820, -1.2715, -1.6469], [-2.6871, 0.0329, -1.7986], [-3.7137, 0.8419, -2.2331], [-5.5998, 0.2960, -2.7989], [-4.9750, -2.1104, -2.4825], [-2.4493, -2.0182, -1.1903], [-1.6627, 0.1907, -1.4950], [-3.8768, 1.8688, -2.5250]], "atomic_forces_ev_per_a": [[0.3103, 2.2337, -0.7887], [-0.3072, -1.4286, -0.1399], [0.1146, 0.5095, -0.1094], [0.5009, -0.0587, 0.4642], [-0.7909, -1.2319, 0.3287], [0.1353, -0.0088, 0.2441], [-0.2683, 0.1741, -0.8105], [-1.1904, -3.8997, -0.1826], [0.1324, 5.5063, 3.4055], [1.5812, -2.3025, -2.5758], [-0.4127, 0.2634, 0.3062], [0.5130, 0.3941, -0.2617], [0.0919, -0.1939, -0.3489], [-0.3634, -0.3532, 0.1703], [-0.1538, -0.1397, 0.2040], [0.0700, 0.5904, 0.0958], [1.9820, -1.0818, -0.0838], [0.4489, -2.1072, -0.0140], [-1.4821, 2.9257, 0.8577], [2.0768, -3.5951, 1.4413], [-3.0136, 4.2213, -2.3600], [-0.2379, 0.1166, 0.0585], [0.1230, -0.0422, 0.0129], [-0.0381, -0.1572, -0.1965], [0.3281, -0.0219, 0.3205], [-0.1933, -0.2939, -0.0207], [-2.8746, -2.3008, -1.3691], [-1.0789, -0.8902, 0.5188], [-0.9545, -0.5382, -0.8579], [2.5922, 1.8057, 1.2921], [2.1166, 1.0493, 0.2880], [0.1815, -0.2128, 0.0004], [-0.2367, 0.1409, 0.3432], [-0.2752, -0.3170, -0.4760], [-0.0458, 1.2103, -0.1311], [0.6187, 0.0345, 0.3744]]}